Below is a 17-piece molecular cluster, C38H102F6O19 overall at a distorted geometry, with properties calculated with ωB97M-V with the def2-TZVPD basis set.

```
165
C38H102F6O19, DFT ωB97M-V with the def2-TZVPD basis set
C 0.5721 -0.7423 0.3437
O -0.5528 -0.9483 -0.5096
O 1.5099 -1.7623 0.0680
C 1.0030 0.7885 0.4054
F 2.1519 0.8993 1.0857
F 1.2492 1.3041 -0.8313
F 0.1024 1.5676 0.9751
C -1.8560 -0.6583 -0.0137
C -2.7011 -0.2271 -1.2127
H -3.0467 -1.0559 -1.8306
H -3.5830 0.3150 -0.8714
H -2.2035 0.5481 -1.7955
H -1.9119 0.1408 0.7256
H -2.3423 -1.4990 0.4810
H 0.2404 -1.0798 1.3257
C 9.9502 5.7900 5.6759
O 8.7587 5.0653 5.4744
O 10.5626 5.9386 4.4208
C 9.8070 7.1265 6.5324
F 9.8021 6.7473 7.7845
F 10.8341 7.9623 6.4256
F 8.7387 7.8654 6.2642
C 8.1743 4.4525 6.6365
C 6.9010 3.7136 6.2664
H 6.1892 4.3017 5.6871
H 7.1976 2.8362 5.6916
H 6.3834 3.3299 7.1456
H 7.8616 5.1097 7.4479
H 8.8411 3.7405 7.1229
H 10.5477 5.1052 6.2777
C -6.0896 5.6027 -5.3318
C -7.3655 5.1639 -4.6238
O -7.0093 4.5072 -3.3809
H -5.2312 4.9313 -5.3561
H -5.7096 6.4815 -4.8109
H -6.2532 5.8781 -6.3736
H -7.9785 4.5351 -5.2694
H -7.8959 6.0783 -4.3581
H -7.6073 3.7662 -3.2586
C -0.0542 -5.9219 -6.1379
C -0.1423 -5.1483 -4.8025
O 1.1903 -4.7319 -4.5531
H -1.0981 -6.0176 -6.4366
H 0.4930 -6.8603 -6.0479
H 0.3620 -5.2916 -6.9237
H -0.5736 -5.8303 -4.0698
H -0.7420 -4.2399 -4.8595
H 1.2526 -4.3380 -3.6799
C 6.1973 7.7320 0.8261
C 6.2627 6.3031 0.3028
O 7.5962 5.8827 0.3344
H 6.6989 8.4005 0.1264
H 6.7424 7.8358 1.7643
H 5.1501 7.9852 0.9913
H 5.8393 6.2193 -0.6981
H 5.6238 5.7206 0.9666
H 7.9964 6.1032 1.1787
C 0.4874 0.8345 -7.3277
C 0.6955 0.1513 -8.6544
O -0.3422 0.5472 -9.5515
H -0.5134 0.5967 -6.9670
H 0.5310 1.9190 -7.4278
H 1.2029 0.5262 -6.5654
H 0.6487 -0.9354 -8.5836
H 1.6739 0.4591 -9.0233
H -1.1658 0.1328 -9.2840
C -0.1269 2.5930 6.9406
C -1.6501 2.7668 6.8287
O -2.1300 2.2861 8.0794
H 0.3253 3.1590 6.1261
H 0.1875 1.5521 7.0157
H 0.1581 2.9829 7.9177
H -1.9402 2.0973 6.0189
H -1.9583 3.7813 6.5760
H -3.0748 2.4503 8.1241
C -7.3370 -6.8945 -1.2515
C -6.2678 -7.9437 -0.8978
O -6.7375 -9.1468 -1.4984
H -8.2756 -7.1167 -0.7439
H -7.5174 -6.7938 -2.3218
H -6.9459 -5.9450 -0.8860
H -6.1743 -8.1652 0.1653
H -5.2540 -7.7744 -1.2607
H -6.0277 -9.7813 -1.6218
C 0.7971 6.3691 -3.8019
C 0.9498 7.3382 -2.5852
O -0.1684 8.2266 -2.6776
H -0.1730 5.8728 -3.7752
H 1.5345 5.5747 -3.6862
H 0.8994 6.9475 -4.7201
H 1.8733 7.9167 -2.6092
H 0.8691 6.7011 -1.7045
H -0.9317 7.7588 -2.3311
C -6.8340 -0.6987 -7.1381
C -6.0297 -1.9627 -7.5114
O -5.2040 -1.6573 -8.5858
H -7.6041 -0.9692 -6.4158
H -7.4200 -0.2642 -7.9479
H -6.2647 0.0931 -6.6512
H -6.6796 -2.7698 -7.8494
H -5.4461 -2.2928 -6.6521
H -5.7718 -1.6549 -9.3599
C -10.6417 -0.7171 2.8975
C -9.9865 -1.9406 2.1956
O -10.8411 -2.3590 1.1832
H -11.6626 -0.9075 3.2286
H -10.6535 0.1570 2.2464
H -10.1340 -0.4841 3.8335
H -9.8691 -2.7637 2.9005
H -9.0258 -1.6913 1.7449
H -11.1890 -3.1964 1.4983
C -2.9563 7.0385 2.0956
C -3.6411 5.9508 1.3458
O -3.7471 6.3403 -0.0098
H -2.9642 6.8584 3.1705
H -3.4687 7.9787 1.8921
H -1.9421 7.0432 1.6961
H -4.6071 5.6783 1.7709
H -3.0820 5.0157 1.3132
H -4.4087 5.8019 -0.4503
C 8.6619 -7.2531 -0.3413
C 7.6691 -6.2403 0.2981
O 7.2672 -5.2161 -0.6169
H 9.1371 -7.9319 0.3669
H 9.4822 -6.8835 -0.9566
H 8.0924 -7.9689 -0.9341
H 8.1182 -5.8525 1.2124
H 6.7670 -6.8119 0.5161
H 6.3804 -4.9287 -0.3876
C -0.8339 -8.9130 1.7478
C -0.3683 -7.4870 1.3809
O 0.8457 -7.5760 0.7283
H -1.7695 -8.9322 2.3067
H 0.0071 -9.3511 2.2853
H -0.8935 -9.4363 0.7936
H -0.2811 -6.9496 2.3252
H -1.0995 -6.9837 0.7484
H 1.1604 -6.6705 0.6775
C 7.0130 3.4328 -5.7206
C 7.1399 2.0623 -5.0759
O 8.4628 1.8885 -4.6976
H 7.4245 4.1374 -4.9978
H 5.9400 3.5928 -5.8264
H 7.4447 3.4844 -6.7201
H 6.7549 1.2965 -5.7492
H 6.5455 1.9859 -4.1654
H 8.8728 1.2898 -5.3260
C -4.9070 -4.9618 5.0599
C -4.1684 -3.8733 5.8428
O -3.7557 -4.5153 7.0220
H -5.0875 -4.7007 4.0171
H -5.8866 -5.1514 5.4988
H -4.2885 -5.8493 4.9266
H -4.7459 -2.9697 6.0381
H -3.1859 -3.6619 5.4206
H -3.3620 -3.8590 7.6015
C 3.8806 -4.8268 7.3644
C 3.2232 -4.7737 6.0086
O 4.2425 -4.3766 5.1447
H 4.2978 -3.8483 7.6023
H 4.7159 -5.5272 7.3679
H 3.1356 -5.0955 8.1132
H 2.4463 -4.0094 6.0271
H 2.7429 -5.6661 5.6074
H 3.8790 -4.2116 4.2717
```

## Properties
**2S+1**: 1
**Relative energy (zero: lowest compared OMol25 entry of this formula, charge and spin)**: 386.93 kJ/mol
**Net charge**: -2
**HOMO level**: -1.9 eV
**HOMO-LUMO gap**: 0.1529 hartree